295
Properties=species:S:1:pos:R:3:forces:R:3:lowdin_charge:R:1 method="wB97M-V/def2-TZVPD" molar_mass_da=1597.38 e_tot_ha=-5701.48281 fmax_ev_per_a=5.05 homo_energy_ev=-14.5 lumo_ev=-6.365 charge=+4
C -0.2808 -2.2919 2.4526 1.14 1.18 -1.09 0.039
C 0.5718 -1.6713 1.2416 0.80 -1.80 1.17 -0.253
O 1.7857 -1.6103 1.2020 -3.13 0.45 -0.73 0.098
N -0.3462 -1.2282 0.0262 0.81 1.09 1.40 0.127
H 0.0695 -1.4455 -0.8683 1.11 -0.07 -1.03 0.096
H -1.1760 -1.8029 0.0632 -0.98 -0.23 0.47 0.081
C -0.7494 0.2565 -0.0048 -0.27 -1.09 -0.14 0.025
H -0.7154 -1.3821 2.8668 -0.48 -0.12 0.20 0.077
H 0.3211 -2.7586 3.2324 0.52 0.31 -0.30 0.067
H -1.0411 -3.0362 2.2162 -0.07 0.49 -0.65 0.068
H -1.5053 0.4101 0.7653 0.59 0.04 0.37 0.077
H -1.2943 0.4077 -0.9367 0.36 -0.12 -0.25 0.088
H 0.1563 0.8617 0.0350 -0.28 -0.05 0.33 0.077
C -4.7442 -7.0222 4.5568 -0.40 0.80 -0.54 0.032
C -4.7227 -5.7334 3.7182 -1.05 -1.16 -2.40 -0.295
O -5.1285 -5.6086 2.5644 1.80 0.46 4.34 0.152
N -4.2316 -4.5247 4.5827 -0.19 2.55 -2.14 0.123
H -4.8289 -4.2673 5.3554 -0.67 -0.63 0.32 0.168
H -3.3306 -4.6889 5.0083 1.23 -0.57 0.27 0.097
C -4.0752 -3.1626 3.8089 0.06 -0.80 -0.48 0.029
H -5.3504 -6.7422 5.4183 -0.16 -0.33 0.21 0.096
H -3.8083 -7.4240 4.9451 0.30 0.59 -0.21 0.094
H -5.2293 -7.8120 3.9832 -0.09 0.25 0.02 0.101
H -3.6380 -2.3782 4.4267 -0.13 -0.53 0.49 0.080
H -5.0408 -2.8586 3.4048 0.05 -0.29 0.10 0.090
H -3.3779 -3.2910 2.9811 -0.22 -0.26 0.11 0.072
C -0.1149 4.5104 -0.5736 -0.92 -0.50 0.51 -0.069
C -0.4897 3.8478 0.8078 -0.53 -0.29 -1.63 -0.237
C -0.9540 4.7403 1.9297 0.66 0.07 -0.68 -0.200
C -1.2752 3.9555 3.1963 0.19 2.10 0.00 -0.080
N -1.4711 5.0318 4.3289 0.11 -0.26 0.65 -0.186
C -0.3673 6.1502 4.3217 0.66 -2.04 -0.23 -0.075
C -0.1216 6.5078 5.7675 -0.17 1.92 0.24 -0.149
C -0.7829 5.4871 6.6631 -0.56 -0.59 -0.96 -0.128
C -1.2536 4.3594 5.7447 -0.50 0.17 -0.80 -0.077
C -2.8703 5.6448 4.2130 0.77 -0.32 -0.11 0.036
H 0.5432 5.3791 -0.5547 0.33 -0.29 0.26 0.078
H -0.9797 4.8272 -1.1567 -0.36 0.28 0.46 0.039
H 0.2422 3.6999 -1.2090 0.67 0.07 0.02 0.057
H 0.3516 3.2311 1.1243 -0.08 -0.07 0.27 0.088
H -1.3327 3.1878 0.6033 0.10 -0.57 -0.28 0.087
H -1.7844 5.3690 1.6083 0.01 0.11 -0.03 0.120
H -0.0495 5.3388 2.0379 -0.39 0.49 0.69 0.111
H -0.4300 3.2893 3.3694 0.08 -0.03 0.70 0.110
H -2.2199 3.4121 3.1764 0.16 0.04 -0.24 0.106
H -0.6321 6.9484 3.6282 -0.21 -0.09 0.32 0.138
H 0.5207 5.6459 3.9408 -0.07 -0.03 -0.17 0.130
H -0.5814 7.4921 5.8559 -0.23 0.02 0.67 0.120
H 0.8956 6.7176 6.0983 0.29 -0.43 -0.78 0.132
H -1.7057 5.9545 7.0067 0.26 -0.26 0.87 0.123
H -0.1423 5.0644 7.4371 -0.27 0.41 0.19 0.096
H -2.1503 3.9422 6.2030 -0.53 0.08 -0.75 0.124
H -0.6346 3.4862 5.5384 0.63 0.49 0.09 0.096
H -3.0246 6.2463 3.3172 0.60 -0.24 -0.24 0.099
H -3.0370 6.3552 5.0227 -0.09 -0.53 0.33 0.113
H -3.5498 4.7948 4.1503 -0.22 0.29 0.52 0.097
C 6.5109 -0.3527 -4.5784 -0.63 0.47 -0.51 -0.105
C 7.2245 1.0073 -4.8477 -1.17 -0.33 1.73 -0.173
C 6.3324 2.1800 -4.2216 1.46 -0.02 -0.86 -0.162
C 6.3204 2.2286 -2.6975 -1.64 -0.32 0.77 -0.077
N 4.8683 2.3129 -2.0932 -0.34 0.91 -0.19 -0.232
C 4.9080 2.3652 -0.5455 -1.03 0.31 -1.17 -0.057
C 3.4666 1.9959 -0.1671 0.03 -1.79 0.72 -0.121
C 2.9187 1.0369 -1.2729 0.42 1.42 -0.68 -0.121
C 4.0095 1.0775 -2.3341 1.64 -0.77 0.26 -0.109
C 4.1222 3.5639 -2.6006 0.77 -0.96 0.11 0.054
H 6.7242 -1.0876 -5.3547 0.35 -0.10 0.24 0.073
H 5.4274 -0.2379 -4.6103 -0.28 0.17 -0.29 0.049
H 6.6586 -0.7680 -3.5815 0.58 -0.03 -0.05 0.051
H 7.4364 1.1332 -5.9094 -0.21 0.27 0.18 0.111
H 8.1655 0.9150 -4.3052 0.24 0.52 -0.23 0.107
H 5.3507 2.1361 -4.6933 -0.15 -0.21 0.31 0.099
H 6.7161 3.1643 -4.4899 0.18 -0.11 -0.53 0.114
H 6.8155 3.0931 -2.2553 0.02 0.14 -0.36 0.135
H 6.8015 1.3664 -2.2359 -0.29 -0.25 0.00 0.124
H 5.2163 3.3449 -0.1807 0.11 -0.02 -0.29 0.142
H 5.6299 1.6096 -0.2356 -0.13 -0.02 0.03 0.126
H 2.7111 2.7600 0.0158 0.66 0.43 0.05 0.108
H 3.5730 1.4109 0.7464 -0.33 0.25 0.29 0.102
H 2.0375 1.4953 -1.7218 -0.34 -0.35 0.16 0.101
H 2.6985 0.0132 -0.9702 0.02 0.14 0.07 0.100
H 3.7156 0.9364 -3.3742 -0.05 0.46 0.12 0.121
H 4.7626 0.3213 -2.1126 -0.26 -0.53 -0.14 0.103
H 4.7684 4.4055 -2.3508 -0.41 0.15 -0.05 0.115
H 3.1290 3.5947 -2.1527 0.31 0.13 0.32 0.095
H 3.9554 3.4918 -3.6753 0.36 -0.06 0.06 0.100
C -3.1063 3.4247 -2.7341 0.02 0.72 -0.83 -0.092
C -4.0519 3.3716 -1.5573 -0.87 -0.62 0.54 -0.229
C -5.0931 2.2285 -1.5626 -0.74 0.33 -0.15 -0.173
C -6.2594 2.4328 -0.5427 1.23 -1.16 1.20 -0.064
N -6.3121 1.2853 0.5100 0.51 -0.37 0.97 -0.216
C -6.5390 -0.0940 -0.1876 -0.55 -0.35 1.47 -0.038
C -7.3681 -0.9074 0.8944 0.84 0.89 -0.69 -0.116
C -8.2716 0.1602 1.4300 -1.00 1.11 0.67 -0.177
C -7.4713 1.4456 1.5171 -0.23 0.34 -0.86 -0.098
C -5.0281 1.1768 1.3680 -0.02 0.86 -1.42 0.018
H -3.6080 3.8476 -3.6045 -0.38 0.05 0.00 0.063
H -2.6715 2.5106 -3.1385 0.12 -0.27 0.70 0.066
H -2.3193 4.1525 -2.5365 0.17 -0.23 0.05 0.048
H -4.6017 4.3101 -1.4858 0.07 0.20 -0.15 0.116
H -3.5229 3.2862 -0.6081 0.33 0.02 0.09 0.090
H -4.5716 1.2823 -1.4183 -0.17 -0.09 0.08 0.092
H -5.6120 2.1531 -2.5182 0.36 0.03 -0.31 0.119
H -7.2546 2.4381 -0.9875 0.18 0.09 -0.05 0.136
H -6.0826 3.3386 0.0372 -0.25 0.08 -0.01 0.127
H -5.5606 -0.4836 -0.4690 -0.20 -0.26 0.21 0.103
H -7.1717 0.0503 -1.0634 0.09 0.26 0.01 0.137
H -6.7552 -1.2193 1.7401 0.39 -0.40 -0.45 0.105
H -7.9401 -1.7494 0.5045 0.44 0.02 -0.18 0.134
H -8.5979 -0.0310 2.4522 -0.37 -0.37 -0.20 0.127
H -9.1439 0.4038 0.8234 -0.10 -0.60 -0.11 0.127
H -7.1712 1.6289 2.5488 0.78 0.07 -0.34 0.122
H -8.0597 2.3072 1.2017 0.06 0.00 0.01 0.129
H -4.8539 2.0910 1.9355 -0.62 0.12 0.06 0.088
H -4.2000 1.1548 0.6596 0.04 -0.68 0.20 0.078
H -5.0473 0.3224 2.0446 -0.09 -0.08 -0.50 0.100
C -2.5891 6.8760 -4.5876 1.56 -0.63 -0.64 -0.080
C -1.4290 5.9339 -5.0494 -1.16 -0.42 0.40 -0.238
C -2.0031 4.8740 -6.0150 -0.19 0.19 0.42 -0.263
C -1.0716 3.7080 -6.2888 -0.20 -0.52 -0.54 -0.255
P -1.7985 2.2331 -7.1741 -0.07 0.34 -0.41 1.068
C -2.6858 2.6831 -8.7296 1.55 -0.26 -1.74 -0.225
C -1.7954 3.3495 -9.9178 -1.28 0.02 2.12 -0.207
C -1.7344 4.8422 -9.7527 -0.07 0.72 -0.03 -0.274
C -3.0324 5.6895 -9.9186 0.31 -0.33 -0.54 -0.081
C -0.4079 1.0378 -7.4763 -0.89 -0.86 -1.85 -0.223
C -0.7093 -0.0759 -8.5825 -0.69 -0.85 0.64 -0.226
C 0.1969 -1.3257 -8.4412 0.52 1.77 0.05 -0.292
C -0.0069 -2.4153 -9.4502 0.20 -0.72 0.28 -0.099
C -3.1150 1.4245 -6.1729 -0.31 -0.46 0.37 -0.252
C -2.6791 0.2389 -5.2487 -0.01 1.81 0.13 -0.227
C -3.6907 -0.0761 -4.1252 -0.05 -0.77 -1.64 -0.245
C -3.2546 -1.3327 -3.3658 -0.10 1.22 1.37 -0.073
H -3.3247 6.3720 -3.9608 0.01 -0.04 -0.12 0.059
H -3.0298 7.2072 -5.5279 -0.36 0.57 0.41 0.079
H -2.0953 7.6664 -4.0223 -0.56 0.33 -0.13 0.077
H -1.0663 5.3879 -4.1785 0.36 0.03 0.14 0.081
H -0.6145 6.5381 -5.4489 -0.01 -0.18 -0.22 0.114
H -2.3903 5.3568 -6.9123 0.05 -0.12 -0.12 0.101
H -2.8462 4.4440 -5.4744 -0.39 0.14 -0.13 0.078
H -0.7267 3.3512 -5.3183 0.29 -0.33 -0.03 0.094
H -0.2138 4.0133 -6.8881 0.19 -0.08 0.02 0.096
H -3.6128 3.2218 -8.5330 0.13 0.07 0.15 0.093
H -2.9339 1.7126 -9.1594 -0.40 -0.29 0.38 0.080
H -2.1608 3.1857 -10.9316 -0.24 -0.85 0.27 0.122
H -0.7778 2.9818 -9.7862 0.01 -0.26 -0.41 0.097
H -1.0262 5.0809 -10.5462 0.06 0.88 0.16 0.115
H -1.2558 5.0114 -8.7881 0.12 0.54 0.00 0.076
H -3.5203 5.4489 -10.8631 0.05 -0.18 -0.13 0.078
H -2.8274 6.7572 -9.9963 0.34 -0.06 0.14 0.076
H -3.8223 5.6047 -9.1722 0.27 -0.38 0.38 0.060
H -0.2531 0.5313 -6.5236 0.25 0.13 0.17 0.060
H 0.5034 1.5005 -7.8551 -0.03 0.56 0.59 0.097
H -0.6954 0.1996 -9.6370 0.38 0.88 0.15 0.111
H -1.7279 -0.4507 -8.4823 -0.35 0.04 0.33 0.099
H 0.0958 -1.6922 -7.4196 0.12 -0.22 0.05 0.106
H 1.2244 -0.9932 -8.5884 0.26 0.23 0.40 0.099
H 0.0443 -2.1280 -10.5004 -0.63 0.38 0.09 0.088
H -0.8962 -2.9741 -9.1586 -0.06 -0.20 -0.68 0.084
H 0.8672 -3.0621 -9.3753 -0.17 -0.42 0.23 0.071
H -3.9414 1.1504 -6.8286 0.27 -0.36 -0.50 0.099
H -3.6344 2.1800 -5.5833 0.43 0.43 0.30 0.078
H -1.8379 0.6385 -4.6823 0.66 -0.49 -0.21 0.077
H -2.3568 -0.5877 -5.8819 -0.12 -0.24 0.36 0.114
H -4.6837 -0.2298 -4.5475 -0.18 -0.15 -0.14 0.113
H -3.7945 0.8359 -3.5374 0.22 -0.31 0.38 0.059
H -2.3333 -1.1167 -2.8248 0.61 -0.20 -0.49 0.059
H -3.1661 -2.2473 -3.9521 -0.10 0.25 -0.03 0.092
H -3.9125 -1.4642 -2.5067 -0.53 -0.54 -0.21 0.059
C -4.3795 1.3891 5.0248 0.69 -0.61 0.42 -0.078
C -2.8851 1.0024 4.7442 -0.23 0.17 -0.21 -0.222
C -2.0911 0.6284 6.0251 0.05 0.34 0.29 -0.225
C -0.6376 0.1772 5.7876 -0.58 -0.19 0.24 -0.237
P 0.4830 0.2086 7.2591 0.65 -0.14 -1.52 1.103
C 0.5127 1.9682 7.6985 -0.57 -0.49 0.79 -0.288
C 1.5409 2.2276 8.7701 0.76 0.35 0.38 -0.262
C 1.5183 3.6295 9.3251 -0.09 0.87 0.64 -0.251
C 0.1985 4.0414 10.0186 -0.22 -0.59 -0.55 -0.092
C -0.1666 -0.7300 8.7020 -0.15 -0.13 -0.37 -0.229
C -0.4714 -2.1978 8.3511 -0.31 0.48 -0.68 -0.267
C -0.8775 -3.0470 9.5101 1.01 0.32 2.26 -0.235
C 0.2193 -3.1490 10.6261 -0.17 -1.20 -0.20 -0.091
C 2.1264 -0.4172 6.6022 0.33 -0.38 0.64 -0.216
C 2.1175 -1.6648 5.6894 -1.04 -0.29 0.31 -0.239
C 3.5100 -2.1333 5.2955 1.18 1.35 0.13 -0.255
C 3.5014 -2.9845 4.0671 -1.26 -1.00 -0.83 -0.103
H -4.8549 0.5052 5.4500 -0.14 0.05 0.21 0.072
H -5.0381 1.6949 4.2119 0.54 -0.09 -0.50 0.033
H -4.4747 2.1947 5.7528 0.23 -0.05 0.23 0.069
H -2.3496 1.7972 4.2249 0.03 0.39 0.42 0.059
H -2.7910 0.2395 3.9713 -0.37 -0.63 0.21 0.097
H -2.5881 -0.0917 6.6752 -0.36 -0.19 -0.29 0.112
H -2.0376 1.5342 6.6291 -0.19 0.23 0.13 0.078
H -0.2250 0.8950 5.0786 0.67 -0.10 -0.13 0.080
H -0.6105 -0.8256 5.3614 0.04 -0.12 -0.07 0.074
H -0.4951 2.1725 8.0597 -0.22 -0.09 0.17 0.078
H 0.6547 2.6568 6.8655 0.42 -0.47 -0.32 0.087
H 2.4865 2.0310 8.2647 0.39 0.13 0.37 0.117
H 1.5328 1.6545 9.6972 -0.51 -0.99 -0.45 0.121
H 1.8087 4.3225 8.5354 -0.16 0.35 -0.01 0.101
H 2.2949 3.6883 10.0877 0.21 0.10 -0.14 0.116
H 0.1740 5.0786 10.3529 0.10 -0.05 -0.19 0.083
H -0.0883 3.4245 10.8703 0.62 -0.12 0.28 0.081
H -0.6459 3.8400 9.3594 -0.19 0.50 -0.31 0.041
H -1.0792 -0.1893 8.9531 -0.27 0.04 0.08 0.100
H 0.4403 -0.6965 9.6068 0.51 0.38 -0.32 0.092
H 0.3969 -2.6456 7.8679 -0.21 -0.09 -0.25 0.095
H -1.3377 -2.1833 7.6898 0.32 -0.17 -0.66 0.097
H -1.1417 -4.0617 9.2124 0.15 0.10 -0.27 0.112
H -1.7540 -2.6352 10.0102 -0.29 0.11 -0.14 0.109
H 1.1379 -3.6244 10.2823 0.05 0.07 -0.48 0.076
H -0.1411 -3.8695 11.3603 -0.12 0.16 0.23 0.073
H 0.5494 -2.2753 11.1881 -0.50 0.37 -0.27 0.063
H 2.7825 -0.6068 7.4517 -0.27 -0.24 0.53 0.100
H 2.7266 0.3337 6.0883 -0.72 0.68 -0.27 0.091
H 1.4787 -1.4237 4.8397 0.46 0.19 -0.56 0.083
H 1.5699 -2.5176 6.0906 0.00 -0.05 0.52 0.089
H 4.0837 -2.5463 6.1252 -0.49 -0.56 0.22 0.121
H 4.1268 -1.2607 5.0806 -0.08 0.44 -0.24 0.102
H 2.8657 -3.8561 4.2234 -0.02 -0.32 0.23 0.076
H 4.4169 -3.3803 3.6276 0.35 0.39 0.50 0.076
H 2.9640 -2.4587 3.2779 0.20 0.27 -0.19 0.042
C 5.2132 -8.4074 -1.0403 0.50 0.41 0.48 -0.089
C 5.0281 -8.1933 -2.5323 1.58 -3.56 1.15 -0.301
C 4.1603 -7.1164 -2.9231 -0.84 1.15 -1.66 -0.278
C 4.7032 -5.7521 -2.4777 -0.90 1.17 -0.07 -0.223
P 3.5560 -4.4030 -2.9519 -0.96 0.15 0.92 1.049
C 4.2542 -2.8603 -2.3399 0.89 -0.06 -0.69 -0.255
C 4.6649 -2.6796 -0.8877 -1.71 -1.29 -0.77 -0.251
C 5.9682 -2.0326 -0.7766 2.08 2.17 0.12 -0.288
C 6.1970 -1.5010 0.6110 -0.18 -0.12 1.36 -0.083
C 3.5301 -4.2730 -4.7286 -0.11 0.65 -0.61 -0.251
C 4.8570 -3.8234 -5.4272 0.62 -2.00 1.09 -0.234
C 4.7474 -3.6524 -6.9026 -1.15 2.07 -1.28 -0.231
C 3.8502 -2.4353 -7.3101 -0.34 -0.57 -0.02 -0.089
C 1.8592 -4.8350 -2.2935 0.41 0.08 -0.49 -0.226
C 1.8695 -5.0347 -0.7858 0.67 -1.23 -0.43 -0.266
C 0.5248 -5.2764 -0.1816 -0.53 0.93 -0.04 -0.264
C 0.6256 -5.5577 1.3027 -0.66 -0.59 0.59 -0.088
H 6.0137 -7.7818 -0.6455 -0.24 0.34 0.27 0.073
H 5.5068 -9.4091 -0.7263 -0.10 -0.13 -0.47 0.083
H 4.2603 -8.1995 -0.5535 0.06 0.15 0.31 0.075
H 4.6691 -9.1681 -2.8623 -0.58 0.13 -0.49 0.124
H 5.9669 -8.1444 -3.0839 0.33 0.35 0.27 0.126
H 3.0955 -7.2826 -2.7601 0.01 0.13 1.13 0.110
H 4.1286 -7.2768 -4.0008 0.27 1.07 -0.57 0.120
H 5.6830 -5.4453 -2.8439 0.08 -0.40 -0.75 0.113
H 4.8922 -5.6244 -1.4118 -0.53 -0.55 0.34 0.090
H 3.8106 -1.9412 -2.7227 -0.63 -0.37 -0.14 0.081
H 5.1780 -2.9076 -2.9166 0.40 -0.02 -0.12 0.069
H 4.7401 -3.6452 -0.3876 -0.24 -0.03 0.26 0.114
H 3.8201 -2.1337 -0.4677 0.35 0.16 0.71 0.101
H 6.1496 -1.1954 -1.4506 -0.76 0.40 -0.45 0.073
H 6.8350 -2.6098 -1.0984 -0.26 -0.94 0.28 0.131
H 5.7772 -2.2265 1.3078 0.58 -0.32 0.34 0.076
H 5.6155 -0.6316 0.9180 -0.25 0.40 -0.64 0.062
H 7.2288 -1.2563 0.8633 0.02 -0.33 -0.07 0.089
H 2.7139 -3.5920 -4.9698 -0.05 0.24 0.13 0.079
H 3.1635 -5.2452 -5.0578 0.30 -0.19 -0.36 0.105
H 5.4925 -4.7089 -5.4122 0.31 -0.22 0.66 0.112
H 5.4354 -3.0928 -4.8616 -0.44 0.46 -0.29 0.084
H 4.3361 -4.5962 -7.2605 -0.20 0.18 -0.43 0.117
H 5.6928 -3.4997 -7.4232 0.30 -0.30 0.45 0.118
H 2.9256 -2.4724 -6.7340 -0.24 0.02 -0.18 0.039
H 3.5985 -2.4164 -8.3705 -0.07 -0.39 -0.04 0.068
H 4.2433 -1.4320 -7.1459 0.64 -0.18 0.41 0.065
H 1.6243 -5.8016 -2.7390 0.05 -0.12 -0.17 0.089
H 1.0397 -4.1917 -2.6141 0.47 0.64 -0.22 0.091
H 2.3095 -4.2120 -0.2222 0.46 -0.12 -0.14 0.106
H 2.3851 -5.9896 -0.6836 0.86 0.23 0.68 0.110
H -0.0610 -6.0436 -0.6878 0.16 -0.17 -0.08 0.127
H 0.0233 -4.3330 -0.3973 -0.75 0.11 0.40 0.087
H -0.3603 -5.5532 1.7675 -0.16 0.32 0.02 0.070
H 1.2670 -4.8946 1.8833 0.06 0.24 -0.26 0.071
H 0.9543 -6.5730 1.5244 0.37 -0.08 -0.31 0.085
O 2.9860 0.6293 3.2652 0.99 -0.08 0.06 0.084
C 1.9635 1.4918 3.3799 -0.54 1.38 2.15 -0.922
O 1.9015 2.3538 4.2436 1.08 1.33 1.88 -0.012
O 1.0405 1.2741 2.6128 -2.98 -1.05 -3.40 -0.044
H 2.5169 0.1810 2.5577 0.78 -1.50 -0.68 0.052
O 2.3126 -1.0624 -4.3288 0.71 -0.45 -0.65 0.054
C 1.1959 -0.8407 -3.6188 -2.60 2.73 1.55 -0.844
O 0.4990 0.1706 -3.9355 0.69 -0.16 -1.14 -0.066
O 0.9537 -1.5011 -2.6171 0.56 -2.20 1.42 -0.019
H 2.1884 -0.3554 -4.9662 0.49 0.18 -0.78 0.099
O -2.5456 -3.2253 -0.3561 1.10 -0.45 0.09 0.065
C -3.5030 -2.5479 0.3019 -1.42 3.39 1.95 -0.888
O -4.6650 -2.8349 0.1611 -2.38 -2.20 -1.25 0.021
O -3.2111 -1.5498 1.0301 2.57 0.20 -0.22 -0.083
H -3.0315 -4.0169 -0.5988 0.13 -0.50 -0.61 0.123
O -1.6551 -5.5965 5.7839 -0.82 -1.38 -0.13 0.070
C -0.8477 -4.5475 5.7938 1.98 4.64 0.05 -0.829
O 0.2703 -4.7066 6.3600 -1.18 -0.11 -0.76 -0.022
O -1.3104 -3.4773 5.2875 -0.25 -0.59 -0.13 -0.073
H -0.9479 -6.0814 6.2155 -0.20 -2.32 0.69 0.108